{
  "formula": "C20H27Cl33N4O2S",
  "method": "ωB97M-V with the def2-TZVPD basis set",
  "smiles": "CCN[C@@H](C#N)[C@](C#N)(NCC)S(C)(=O)=O.ClC(Cl)Cl.ClC(Cl)Cl.ClC(Cl)Cl.ClC(Cl)Cl.ClC(Cl)Cl.ClC(Cl)Cl.ClC(Cl)Cl.ClC(Cl)Cl.ClC(Cl)Cl.ClC(Cl)Cl.ClC(Cl)Cl",
  "gap_ha": 0.3690,
  "total_energy_ha": -16732.1937,
  "e_homo_ev": -10.160,
  "elements": ["C", "C", "N", "C", "C", "N", "C", "C", "N", "N", "C", "C", "S", "C", "O", "O", "H", "H", "H", "H", "H", "H", "H", "H", "H", "H", "H", "H", "H", "H", "H", "H", "Cl", "C", "Cl", "Cl", "H", "Cl", "C", "Cl", "Cl", "H", "Cl", "C", "Cl", "Cl", "H", "Cl", "C", "Cl", "Cl", "H", "Cl", "C", "Cl", "Cl", "H", "Cl", "C", "Cl", "Cl", "H", "Cl", "C", "Cl", "Cl", "H", "Cl", "C", "Cl", "Cl", "H", "Cl", "C", "Cl", "Cl", "H", "Cl", "C", "Cl", "Cl", "H", "Cl", "C", "Cl", "Cl", "H"],
  "positions_angstrom": [[-0.751376, 1.891959, -4.033126], [-0.218138, 0.888733, -5.048798], [0.620176, -0.164969, -4.448256], [0.024477, -0.763160, -3.270049], [-1.369601, -1.245059, -3.541463], [-2.472633, -1.564699, -3.564507], [0.889052, -1.972065, -2.717570], [0.451308, -3.234015, -3.329780], [0.072651, -4.224378, -3.765954], [0.912541, -2.051434, -1.274789], [-0.392476, -2.290082, -0.638444], [-0.197315, -2.609955, 0.847234], [2.662091, -1.838780, -3.277823], [3.321434, -0.336487, -2.620234], [2.781278, -1.923399, -4.709287], [3.339309, -2.911070, -2.579473], [0.085701, 2.423087, -3.574945], [-1.382653, 1.427362, -3.279382], [-1.358869, 2.625252, -4.555530], [0.423354, 1.437713, -5.742621], [-1.030289, 0.485611, -5.664754], [0.758601, -0.881475, -5.154411], [-0.033525, -0.038943, -2.459141], [1.258869, -1.159359, -0.934868], [-0.923217, -3.115629, -1.110165], [-1.024802, -1.394246, -0.700198], [0.588330, -1.984408, 1.273883], [-1.125269, -2.374592, 1.370585], [0.013385, -3.662861, 1.006448], [2.869856, -0.127070, -1.654011], [3.170933, 0.512228, -3.280227], [4.369979, -0.563666, -2.430141], [4.100825, 1.679306, 2.877802], [3.350651, 2.210055, 1.381813], [4.460574, 2.070219, 0.003489], [1.850901, 1.303657, 1.090684], [3.089731, 3.252609, 1.494682], [-6.202417, 2.779545, -4.775247], [-4.934270, 1.568751, -4.573676], [-3.662688, 1.797809, -5.782422], [-4.292075, 1.588990, -2.932974], [-5.365173, 0.590203, -4.741204], [-6.945364, 1.899654, 1.061228], [-7.218002, 0.709436, -0.217910], [-7.443686, 1.502249, -1.773068], [-5.877396, -0.436792, -0.305495], [-8.117641, 0.158174, 0.020747], [-2.923632, -0.354389, 1.500990], [-3.935564, 0.356911, 2.762442], [-4.242964, -0.780954, 4.072333], [-3.201982, 1.831755, 3.401471], [-4.883453, 0.625625, 2.313620], [7.299018, -4.099596, -4.100143], [6.227849, -3.219779, -3.010792], [5.797420, -4.176567, -1.601976], [6.950655, -1.682506, -2.504958], [5.310942, -2.996018, -3.535474], [-4.219129, -3.447125, 1.697369], [-4.159362, -4.978156, 2.572642], [-5.165138, -6.195165, 1.786366], [-2.495665, -5.543191, 2.726796], [-4.551097, -4.809925, 3.567128], [4.287237, 6.955322, 3.360039], [2.943218, 6.274457, 2.452428], [3.488791, 5.695725, 0.873119], [2.164216, 4.972560, 3.357433], [2.211433, 7.054402, 2.289836], [9.139296, -0.231419, 1.799035], [7.602229, -1.093861, 1.863756], [7.080342, -1.321244, 3.535033], [6.367432, -0.237878, 0.939761], [7.743930, -2.070287, 1.418614], [-4.224743, 4.261607, 7.688807], [-4.063113, 2.702058, 6.871569], [-3.175252, 1.558206, 7.874854], [-5.646749, 2.065850, 6.440770], [-3.502183, 2.855486, 5.960463], [3.114147, -5.331573, 0.634016], [2.458651, -5.646489, -0.976816], [3.485006, -6.768741, -1.867163], [0.808985, -6.270887, -0.868492], [2.435686, -4.707939, -1.517017], [-1.756387, 8.487538, 8.958733], [-2.025056, 7.309841, 7.674193], [-2.208965, 8.112790, 6.113443], [-0.718870, 6.127294, 7.620915], [-2.944308, 6.782248, 7.888208]],
  "forces_ev_per_a": [[0.3351, -0.0604, -0.3191], [0.1837, 0.5111, -0.1749], [-0.3626, 0.3032, 0.1276], [-0.1037, -0.9403, -0.8769], [0.0485, 0.2601, 1.0362], [0.0439, 0.0142, -0.3618], [-0.2125, 0.7464, -0.3046], [0.0232, -0.1143, 0.3332], [0.0542, 0.0241, -0.1044], [-0.1752, -0.2703, -0.3489], [-0.0375, 0.1403, 0.7754], [-0.3583, 0.2162, -0.2717], [1.1421, -1.2348, -0.2228], [-0.2430, 0.2738, 0.1735], [-0.4757, 0.5572, 0.0863], [-0.5556, 0.4012, 0.3223], [-0.0702, -0.0767, 0.2139], [-0.0438, 0.1002, 0.0756], [-0.0173, 0.0611, 0.0509], [0.0429, -0.1056, -0.0131], [-0.1088, -0.1906, 0.2802], [0.2801, -0.0252, 0.1026], [-0.0185, 0.0980, -0.0390], [0.1183, -0.1306, 0.1899], [0.1355, 0.0325, -0.2710], [-0.1039, -0.0614, -0.2290], [0.0694, -0.1067, 0.0503], [0.0726, -0.1267, 0.0814], [0.2856, -0.0392, 0.0041], [-0.0656, -0.0287, 0.1166], [-0.0182, -0.1565, -0.1733], [0.0595, 0.0381, -0.1822], [0.0104, 0.0226, -0.0413], [0.0557, -0.1706, 0.0385], [-0.3173, 0.1779, 0.0682], [0.0386, 0.0287, -0.0947], [-0.0279, -0.0429, -0.0919], [0.0197, -0.0100, -0.0019], [0.0167, -0.1025, -0.0096], [-0.1752, -0.0094, 0.0182], [0.2118, 0.0929, -0.1308], [-0.0256, 0.0092, -0.0047], [-0.0175, 0.0003, 0.0148], [0.0736, -0.0453, -0.1523], [-0.2498, 0.0234, 0.1119], [-0.0752, -0.0157, 0.0814], [-0.0036, 0.0150, 0.0294], [0.0450, 0.1861, 0.1234], [-0.0499, -0.0550, 0.0800], [0.0222, 0.0264, -0.0450], [0.0740, 0.0777, -0.1237], [0.0078, -0.0148, -0.0166], [0.0104, 0.0380, 0.0627], [-0.0146, -0.0996, 0.0702], [0.3175, -0.0776, 0.0696], [0.0605, 0.0676, -0.0525], [0.0266, -0.0451, -0.0637], [-0.0146, -0.1150, -0.0322], [0.0232, -0.0480, -0.0701], [-0.0036, 0.0188, 0.0226], [-0.0049, 0.0216, 0.0046], [0.0019, 0.0057, -0.0022], [-0.0302, -0.0012, 0.0006], [0.0633, 0.0052, 0.0660], [-0.0105, 0.0801, -0.0509], [-0.0270, 0.0330, 0.0051], [-0.0071, -0.0083, -0.0152], [0.0010, -0.0185, -0.0115], [-0.0253, -0.0155, -0.0267], [0.0000, -0.0149, -0.0188], [0.1770, -0.1564, 0.0714], [-0.0032, 0.0000, -0.0007], [-0.0223, 0.0146, 0.0154], [0.0009, -0.0483, 0.0691], [0.0053, 0.0203, -0.0298], [-0.0179, -0.0076, -0.0389], [0.0004, 0.0135, -0.0098], [-0.0044, 0.0227, -0.0002], [-0.0323, -0.0134, -0.0723], [-0.0581, -0.0511, 0.0148], [-0.0253, 0.0649, 0.0467], [0.0370, 0.0279, 0.0178], [-0.0135, -0.0169, -0.0102], [0.0623, 0.0371, 0.0034], [-0.0195, -0.0152, -0.0019], [-0.0095, -0.0188, -0.0060], [-0.0012, -0.0038, -0.0066]],
  "lowdin_charge": [-0.118, -0.259, -0.031, -0.275, -0.184, 0.210, -0.438, -0.206, 0.247, 0.000, -0.247, -0.077, 0.683, -0.121, -0.283, -0.373, 0.082, 0.030, 0.040, 0.117, 0.088, 0.114, 0.142, 0.087, 0.119, 0.093, 0.073, 0.012, 0.054, 0.033, 0.078, 0.035, 0.540, -1.547, 0.507, 0.521, -0.107, 0.523, -1.521, 0.572, 0.517, 0.019, 0.554, -1.513, 0.520, 0.522, 0.016, 0.520, -1.532, 0.532, 0.553, -0.062, 0.547, -1.537, 0.550, 0.526, -0.024, 0.494, -1.546, 0.532, 0.533, 0.012, 0.547, -1.521, 0.558, 0.551, 0.014, 0.529, -1.539, 0.525, 0.472, 0.012, 0.540, -1.564, 0.535, 0.522, -0.041, 0.518, -1.562, 0.527, 0.523, -0.040, 0.529, -1.575, 0.519, 0.515, -0.040]
}



{
  "formula": "C6H7P",
  "method": "ωB97M-V with the def2-TZVPD basis set",
  "de_lowest_kcal_mol": 10.25,
  "gap_ha": [0.2620, 0.3251],
  "total_energy_ha": -573.9709,
  "spin_multiplicity": 3,
  "e_homo_ev": [-6.168, -10.087],
  "elements": ["C", "C", "C", "C", "C", "C", "P", "H", "H", "H", "H", "H", "H", "H"],
  "positions_angstrom": [[-2.583787, 1.148911, 0.096025], [-1.551974, 0.264571, -0.070831], [1.667767, -1.791421, -0.054221], [0.428828, -1.312810, 0.105737], [-0.006745, 0.093979, 0.100814], [0.805202, 1.262051, -0.159463], [-3.205689, -0.441436, -0.176631], [-3.038788, 2.074994, 0.377626], [1.960586, -2.793140, 0.112835], [2.587657, -1.251729, -0.424694], [-0.300544, -2.055496, 0.540664], [1.522281, 1.180604, 0.659259], [0.353378, 2.310979, 0.116303], [1.361826, 1.309945, -1.223423]],
  "forces_ev_per_a": [[2.0205, -0.2926, -0.1391], [0.5154, 1.5325, 1.4822], [2.1823, 1.2565, -0.9924], [-1.0051, 0.7463, 1.6138], [-4.3746, -1.9797, -1.9395], [1.6686, 2.5316, -0.3150], [-0.2632, -2.2119, -0.4941], [0.6550, 0.5880, 0.0286], [-0.4189, -1.1227, 0.2742], [-1.4359, 0.0918, 0.4341], [0.4474, 1.0190, -0.8868], [1.0328, 0.1863, -0.4245], [0.2132, -2.1892, -1.0516], [-1.2376, -0.1559, 2.4101]],
  "nbo_charge": [-0.531, -0.229, -0.341, -0.260, 0.057, -0.690, 0.424, 0.237, 0.197, 0.190, 0.226, 0.237, 0.242, 0.242]
}